78
Properties=species:S:1:pos:R:3:forces:R:3:lowdin_charge:R:1 method="wB97M-V/def2-TZVPD" energy_ev=-76235.505 charge=0 multiplicity=5
O 1.147 -1.176 -3.935 0.7422 -0.0775 -0.0434 0.059
C 0.129 -0.538 -3.916 -1.0216 -0.2373 2.2827 -0.262
C -0.037 0.919 -3.891 -0.0086 1.5289 -0.3521 -0.175
C 0.145 1.952 -2.930 0.2984 0.1327 -0.4617 -0.049
H 0.096 1.796 -1.833 0.5488 -0.3240 -0.7931 0.046
C 0.296 3.267 -3.416 -0.0103 -0.1659 -0.8695 -0.068
H 0.576 4.116 -2.755 -0.4985 -0.8332 -0.3581 0.114
C 0.186 3.509 -4.807 -0.2705 0.0024 -0.3336 -0.089
H 0.337 4.511 -5.229 0.0650 -0.3339 0.4128 0.097
C -0.208 2.499 -5.708 0.0395 0.5289 0.3231 -0.082
H -0.315 2.631 -6.792 -0.0494 0.4185 0.6084 0.107
C -0.399 1.229 -5.206 0.7425 -0.2292 0.1270 -0.058
H -0.671 0.377 -5.837 0.0651 0.4532 -0.1393 0.123
H -0.853 -0.997 -3.862 -0.3311 -0.7750 -0.6125 0.097
C -2.365 -1.981 -2.215 -1.1178 -0.1214 0.7579 -0.163
C -1.946 -0.687 -1.617 2.8423 0.2472 -3.9512 -0.529
H -3.037 -1.777 -3.025 -0.7004 -0.2378 -0.5688 0.073
H -2.882 -2.536 -1.454 -0.5819 -0.9410 0.1550 0.060
H -1.572 -2.627 -2.600 0.2857 0.3195 0.2087 0.063
C -2.545 0.465 -1.849 -1.0475 0.3732 -0.0799 -0.274
C -4.023 0.493 -1.964 -0.3710 -0.1969 -0.9689 -0.119
H -2.036 1.430 -1.961 -0.0816 -0.2051 1.0232 0.080
H -4.311 0.846 -2.951 -0.4737 0.3054 -0.1180 0.073
H -4.430 1.128 -1.184 -0.2198 0.1959 0.0235 0.067
H -4.413 -0.518 -1.822 -0.1657 0.2463 0.0133 0.066
Pm -1.271 -0.741 0.421 1.4284 0.4600 0.7635 1.342
Cl -3.735 -0.692 1.384 -0.2889 -0.0493 0.2838 -0.159
C -1.202 -0.372 3.267 0.4545 -0.8946 -0.8977 -0.387
O -0.518 -1.130 2.511 -0.2639 0.8941 2.5107 -0.213
N -1.427 -0.653 4.532 -0.0494 -0.1711 0.1535 -0.166
C -0.853 -1.872 5.087 -0.1490 0.1213 0.3371 -0.011
C -2.367 0.122 5.335 0.1727 0.1426 -0.2174 -0.021
H -1.697 0.538 2.875 0.3109 -0.2385 0.2673 0.095
H -0.233 -2.344 4.327 -0.0981 0.0642 0.1576 0.089
H -1.660 -2.550 5.392 0.1690 0.0955 -0.0485 0.100
H -0.249 -1.609 5.962 -0.0643 -0.1321 -0.0724 0.097
H -2.751 0.939 4.704 0.0471 -0.2961 0.3758 0.096
H -1.845 0.537 6.210 -0.2430 -0.0863 -0.1779 0.095
H -3.203 -0.518 5.659 0.2834 0.2456 -0.1201 0.100
H 4.476 1.123 -2.115 -0.2101 -0.0475 -0.0597 0.088
H 4.135 1.861 0.196 0.1326 -0.0076 0.0102 0.091
C 3.391 0.960 -2.042 0.5596 -0.1336 -0.1674 -0.040
C 3.346 1.153 0.436 -0.5167 0.3043 0.1897 -0.047
N 3.061 0.379 -0.749 -0.0781 -0.2270 -0.2749 -0.169
H 3.062 0.281 -2.839 0.0703 0.2187 0.1441 0.081
C 2.267 -0.708 -0.711 -0.9319 -0.2129 0.4987 -0.290
O 1.356 -0.935 0.101 1.5041 -0.2254 -0.4671 -0.090
H 3.673 0.493 1.236 0.0605 -0.0523 0.0692 0.096
H 2.551 -1.469 -1.465 -0.4448 0.3897 -0.2783 0.137
H 2.891 1.933 -2.181 0.0065 -0.4234 0.1207 0.092
H 2.456 1.691 0.763 0.1817 0.0128 -0.0101 0.022
H -0.275 -6.403 0.566 -0.1148 0.2255 -0.1774 0.099
H 1.855 -6.300 -1.064 -0.1696 0.2156 -0.2202 0.096
C -0.756 -5.790 -0.213 0.1332 -0.2990 -0.1040 -0.019
C 1.231 -5.649 -1.696 -0.1226 0.2585 0.2397 -0.029
N 0.241 -4.949 -0.874 -0.2469 -0.1070 0.1276 -0.169
H -1.536 -5.174 0.233 0.1568 -0.0435 -0.1211 0.091
C 0.212 -3.622 -0.745 -1.1231 0.6631 0.7298 -0.240
O -0.670 -2.999 -0.087 1.6390 -1.5586 -0.9497 -0.161
H 1.858 -4.903 -2.197 -0.0993 -0.2783 0.0418 0.093
H 1.029 -3.110 -1.280 -0.3621 0.0511 0.1911 0.134
H -1.185 -6.478 -0.957 0.0213 0.2617 0.2308 0.096
H 0.709 -6.271 -2.440 0.2256 0.2577 0.1796 0.096
C -0.376 3.927 3.645 -0.0857 0.0994 -0.0087 -0.188
Si 1.014 3.026 2.763 -0.1237 -0.3812 -0.0958 0.403
C 2.380 4.248 2.373 0.1010 0.1936 -0.1802 -0.187
C 1.753 1.747 3.933 0.0560 -0.0672 0.0740 -0.174
C 0.364 2.136 1.281 -0.7946 -0.3313 -0.8572 -0.260
C -0.120 1.489 0.326 0.3961 1.2172 1.6473 -0.205
H -0.002 4.414 4.558 -0.1093 -0.0976 -0.1761 0.032
H -1.180 3.232 3.925 0.1589 0.1548 -0.0503 0.015
H -0.811 4.698 2.994 0.0709 -0.1703 0.1681 0.035
H 2.756 4.700 3.302 -0.1079 -0.1043 -0.1698 0.034
H 3.230 3.775 1.866 -0.1666 0.0582 0.0956 0.018
H 2.017 5.059 1.728 0.0666 -0.1177 0.0827 0.033
H 0.977 1.176 4.459 0.1266 0.0796 -0.0886 0.014
H 2.372 1.031 3.377 -0.1092 0.1376 0.1336 0.025
H 2.384 2.242 4.686 -0.1399 -0.1424 -0.1185 0.033


87
Properties=species:S:1:pos:R:3:forces:R:3:lowdin_charge:R:1 method="wB97M-V/def2-TZVPD" energy_ev=-64966.849 charge=0 de_lowest_ev=0.0000 multiplicity=1 smiles="C[C@H]1O[C@H](O[C@H]2[C@H](O)[C@@H](O)[C@@H](O[C@H]3[C@H](O)[C@H](O)[C@@H](O)O[C@H]3CO)O[C@@H]2CO)[C@@H](O)[C@H](O)[C@@H]1N[C@@H]1C=C(CO)[C@@H](O)[C@H](O)[C@H]1O"
C -5.208 -1.717 0.980 0.5196 -0.0734 -0.0213 -0.007
C -3.773 -1.564 0.495 -0.2433 0.2313 0.1282 -0.304
O -3.231 -2.884 0.412 -0.1649 -0.0201 0.0582 -0.012
C -1.962 -2.975 -0.137 0.2033 -0.4107 -0.3093 -0.270
O -1.043 -2.263 0.677 -0.2284 0.0819 0.0519 -0.052
C 0.201 -2.862 1.008 0.6111 -0.0576 -0.1784 -0.168
C 1.053 -3.276 -0.213 0.1783 0.2641 0.4101 -0.249
O 0.603 -4.448 -0.850 -0.1578 -0.2425 -0.0512 0.004
C 2.482 -3.574 0.272 -0.4979 0.3736 0.2494 -0.250
O 3.317 -3.928 -0.791 0.1342 -0.1105 -0.2806 0.024
C 3.036 -2.320 0.955 0.3344 -0.5944 -0.0863 -0.298
O 3.015 -1.309 -0.003 0.0339 0.1073 -0.0065 -0.037
C 3.697 -0.097 0.303 0.3336 0.3269 -0.0426 -0.181
C 4.812 0.116 -0.730 -0.4729 0.3052 0.3313 -0.249
O 5.759 -0.926 -0.670 0.1548 -0.1601 0.0288 0.014
C 5.533 1.430 -0.406 -0.3085 -0.0986 -0.7356 -0.255
O 6.227 1.329 0.806 0.1217 -0.0958 0.3321 0.018
C 4.528 2.588 -0.301 0.6017 0.2260 0.4613 -0.345
O 4.186 2.971 -1.601 -0.0760 0.0507 -0.3538 0.026
O 3.403 2.311 0.484 -0.0369 0.0272 0.1486 0.004
C 2.720 1.093 0.255 -0.2730 -0.3956 -0.2272 -0.204
C 1.892 1.059 -1.043 0.3718 -0.3279 0.0855 -0.159
O 0.738 1.856 -0.988 -0.2475 0.3159 0.0964 -0.060
O 2.269 -2.025 2.091 -0.1239 -0.0325 0.1189 0.009
C 0.917 -1.744 1.801 -0.4840 0.1165 -0.0095 -0.231
C 0.232 -1.453 3.143 0.7043 -0.2157 -0.1073 -0.149
O -1.033 -0.862 2.983 -0.5852 0.2046 -0.0692 -0.059
C -1.895 -2.413 -1.574 -0.3800 0.6112 0.3259 -0.233
O -1.524 -3.444 -2.461 -0.0856 -0.2948 -0.1965 -0.001
C -3.244 -1.790 -1.961 0.1098 -0.1192 0.4303 -0.273
O -3.132 -1.143 -3.198 -0.0521 -0.0106 -0.4154 -0.003
C -3.688 -0.808 -0.858 0.0917 -0.3005 -0.0873 -0.202
N -2.787 0.327 -0.906 0.0973 -0.0493 -0.0758 0.038
C -3.288 1.637 -0.505 0.0227 0.1472 0.2193 -0.232
C -2.484 2.663 -1.255 -0.1291 0.0750 0.2008 0.033
C -1.655 3.536 -0.703 0.1064 0.2162 0.0897 -0.157
C -0.872 4.539 -1.519 -0.2916 -0.0528 -0.2433 -0.215
O 0.486 4.591 -1.163 0.4119 0.0289 0.0955 -0.070
C -1.430 3.605 0.789 0.4076 -0.6440 -0.1181 -0.259
O -2.153 4.689 1.363 -0.1104 0.2719 0.1799 0.001
C -1.877 2.320 1.500 -0.5325 0.6274 0.2237 -0.235
O -0.913 1.314 1.249 0.0850 -0.1507 -0.0714 -0.033
C -3.279 1.904 1.022 0.2037 -0.4482 -0.2147 -0.269
O -4.244 2.859 1.376 -0.0973 0.3438 0.0441 0.009
H -5.222 -2.289 1.903 -0.0557 -0.0348 0.1088 0.087
H -5.795 -2.248 0.236 -0.1167 -0.0340 -0.1201 0.091
H -5.645 -0.738 1.158 -0.0816 0.1083 0.0047 0.087
H -3.193 -1.005 1.242 -0.1050 -0.0381 -0.1365 0.121
H -1.734 -4.047 -0.140 0.0562 0.1815 0.0038 0.175
H 0.039 -3.756 1.629 -0.0009 0.0828 -0.0060 0.182
H 1.102 -2.438 -0.919 -0.0274 -0.0498 0.0339 0.165
H -0.077 -4.236 -1.510 0.1405 0.0083 -0.1113 0.069
H 2.437 -4.385 1.017 0.0099 0.1575 -0.0206 0.175
H 2.822 -4.561 -1.331 0.0717 0.0609 0.0313 0.105
H 4.050 -2.501 1.338 -0.1252 0.1077 -0.1000 0.181
H 4.146 -0.152 1.302 -0.0490 0.0036 -0.1080 0.176
H 4.374 0.175 -1.734 0.0158 0.0474 0.0574 0.169
H 5.294 -1.756 -0.840 0.0395 -0.0135 -0.0294 0.100
H 6.223 1.670 -1.229 -0.1407 -0.0207 0.0955 0.166
H 6.715 0.494 0.772 -0.0310 0.0955 0.0534 0.104
H 5.022 3.412 0.238 -0.0913 -0.1860 -0.1384 0.171
H 3.556 3.703 -1.549 0.1176 -0.0582 0.0491 0.115
H 2.026 1.031 1.104 0.0489 -0.1223 -0.1372 0.158
H 1.627 0.012 -1.240 0.0045 0.1204 -0.0307 0.125
H 2.479 1.439 -1.880 -0.0244 -0.1859 0.1002 0.125
H 0.205 1.623 -0.206 0.0423 -0.0680 -0.0559 0.060
H 0.849 -0.843 1.172 -0.0265 -0.0793 0.0861 0.147
H 0.159 -2.381 3.722 0.0390 0.0577 0.0060 0.138
H 0.848 -0.744 3.700 0.0082 -0.0960 -0.0269 0.140
H -1.545 -1.453 2.409 0.0432 0.0843 0.0212 0.078
H -1.135 -1.616 -1.605 -0.1473 -0.1293 0.0193 0.159
H -1.809 -3.178 -3.347 0.1505 -0.0162 0.0204 0.117
H -3.982 -2.593 -2.076 0.0742 0.0654 0.0612 0.173
H -2.788 -0.256 -3.007 0.0619 -0.0132 0.1305 0.094
H -4.684 -0.439 -1.126 0.0738 -0.0542 0.0174 0.157
H -1.914 0.143 -0.424 0.0186 -0.0001 -0.0502 0.112
H -4.333 1.709 -0.835 0.0908 -0.0238 0.0945 0.158
H -2.600 2.634 -2.329 0.0539 0.0231 -0.2005 0.121
H -1.267 5.549 -1.355 -0.0118 -0.0725 -0.0777 0.126
H -0.987 4.302 -2.586 -0.1171 0.0830 0.0915 0.125
H 0.811 3.672 -1.174 -0.0835 -0.0026 0.0702 0.053
H -0.355 3.740 0.980 -0.2062 -0.0622 -0.0055 0.161
H -1.786 5.509 1.015 -0.0730 0.0087 0.0388 0.110
H -1.930 2.543 2.574 0.0187 -0.0300 -0.1158 0.172
H -0.982 0.623 1.940 0.0636 -0.0492 -0.0732 0.074
H -3.573 0.983 1.541 0.1155 0.0568 -0.0790 0.142
H -3.836 3.737 1.322 -0.1044 0.0393 0.0192 0.080


72
Properties=species:S:1:pos:R:3:forces:R:3:lowdin_charge:R:1 method="wB97M-V/def2-TZVPD" energy_ev=-41487.016 charge=+1 multiplicity=1
C -3.271 -0.797 -0.278 0.7429 -1.1287 0.0697 -0.110
C -3.366 -2.348 0.059 -1.1104 0.5529 0.0251 -0.243
C -3.137 -2.675 1.586 1.1052 0.2868 -0.3405 -0.194
C -1.773 -2.084 2.170 -0.5142 -1.1399 0.3377 -0.204
C -0.558 -3.063 1.886 -0.9329 0.1820 -0.2799 -0.196
C -0.018 -2.966 0.396 1.0651 1.4356 1.2972 -0.194
C 1.563 -2.738 0.482 -0.8164 -0.4016 -1.2183 -0.187
C 2.115 -2.139 -0.887 0.8226 -0.8607 0.6472 -0.173
C 2.596 -0.639 -0.785 -0.3368 -0.3814 -0.0739 -0.089
C 1.508 0.383 -0.382 -0.4189 1.6879 0.4877 -0.117
N 0.602 0.286 0.557 0.2542 -0.2178 0.3980 0.150
C -0.306 1.447 0.773 -0.4094 1.2971 -0.2392 -0.102
C -0.242 2.131 -0.641 0.2628 -1.5238 1.6639 -0.119
C 1.263 1.798 -1.004 -0.5808 -0.4194 -1.9775 -0.471
C 2.347 2.929 -0.849 -0.2085 0.2221 0.6344 -0.092
C 2.724 3.299 0.626 0.1433 0.1432 1.4453 -0.329
O 2.785 4.452 0.988 -0.3430 -0.5216 -0.7100 0.116
C 3.095 2.225 1.717 0.7972 -1.5609 -0.4867 -0.134
C 2.297 1.994 2.909 1.2841 -1.0206 0.1545 -0.046
C 2.660 0.952 3.880 1.6332 0.1551 -2.3615 -0.047
C 3.859 0.157 3.587 -0.4804 1.2519 -1.2429 -0.064
C 4.671 0.413 2.390 -1.0903 1.0073 -0.0851 -0.075
C 4.319 1.444 1.425 -2.1232 -0.2539 2.4104 -0.035
P 1.238 1.528 -2.898 1.0949 0.3133 -1.3156 0.982
C 0.066 2.846 -3.576 -0.6230 -0.6355 0.7082 -0.268
C 0.440 -0.108 -3.378 0.2399 -0.6088 0.1253 -0.384
C 1.488 -0.898 -4.302 -0.8517 0.1630 -0.3179 -0.163
H -3.551 -0.588 -1.344 -0.0204 -0.1675 1.0761 0.082
H -2.185 -0.509 -0.182 -1.0447 0.0736 0.0096 0.023
H -3.914 -0.240 0.444 0.5932 -0.1442 -0.7836 0.073
H -2.706 -2.955 -0.620 -0.5395 0.5851 0.7607 0.098
H -4.434 -2.634 -0.169 1.0937 0.0299 0.0898 0.109
H -3.975 -2.318 2.242 0.5778 -0.2677 -0.8722 0.112
H -3.052 -3.791 1.686 -0.3297 0.9954 0.0640 0.108
H -1.922 -2.032 3.287 0.3178 0.1117 -1.0636 0.113
H -1.575 -1.041 1.795 -0.2018 -0.9530 0.3670 0.066
H -0.924 -4.117 2.040 0.4947 1.0566 0.2508 0.115
H 0.229 -2.810 2.654 -0.5020 -0.5373 -0.9596 0.107
H -0.434 -2.017 -0.058 0.1292 -1.1780 0.1566 0.078
H -0.285 -3.841 -0.244 0.2822 0.7680 0.5473 0.123
H 2.025 -3.741 0.686 -0.2154 1.0669 -0.0938 0.123
H 1.826 -2.053 1.334 -0.2128 -0.6777 -0.6679 0.097
H 1.416 -2.334 -1.747 0.5077 0.4155 0.9997 0.091
H 3.038 -2.742 -1.129 -0.8173 0.8442 0.0393 0.125
H 3.044 -0.367 -1.779 -0.5646 0.1956 0.9449 0.118
H 3.428 -0.589 -0.024 -0.9688 0.1166 -0.6257 0.123
H 0.464 -0.499 1.198 0.4274 -0.0424 -0.4752 0.136
H -1.302 1.094 1.132 0.7689 0.1518 -0.5917 0.119
H 0.060 2.189 1.540 0.0750 -1.1993 -0.5722 0.117
H -0.557 3.203 -0.631 0.4414 -1.0075 -0.1620 0.144
H -0.879 1.471 -1.291 0.3507 1.0571 0.3794 0.105
H 1.901 3.859 -1.307 0.5157 -0.8654 0.5517 0.130
H 3.289 2.734 -1.431 -0.8827 -0.2058 0.5529 0.125
H 1.389 2.610 3.110 0.9825 -0.4680 -0.2414 0.109
H 2.039 0.742 4.786 0.6964 0.3378 -0.9893 0.108
H 4.186 -0.672 4.258 -0.4097 0.8943 -0.5563 0.104
H 5.588 -0.186 2.176 -0.9304 0.4814 0.4777 0.107
H 4.908 1.670 0.501 -0.4946 -0.3797 1.0487 0.123
H 0.196 2.845 -4.688 -0.0295 0.1547 1.0233 0.054
H -1.004 2.582 -3.330 0.9998 0.4432 -0.3443 0.048
H 0.316 3.836 -3.118 -0.1687 -0.7718 -0.6413 0.045
H 0.203 -0.790 -2.520 -0.0673 0.8267 -0.4901 0.053
H -0.520 0.103 -3.916 0.8364 -0.2464 0.4244 0.081
H 2.384 -0.261 -4.526 -0.8816 -0.6532 0.0616 0.052
H 1.828 -1.859 -3.844 -0.2773 0.8609 -0.2524 0.056
H 0.940 -1.168 -5.248 0.8593 0.2598 0.7901 0.079
C -7.000 1.385 0.501 0.0221 0.2622 -0.1363 -0.150
O -5.733 1.566 -0.126 0.1536 0.0109 -0.0197 -0.147
H -7.016 0.407 0.978 0.0868 0.0387 -0.0624 0.078
H -7.154 2.158 1.258 -0.1662 -0.1003 0.0567 0.078
H -7.795 1.434 -0.246 -0.1238 -0.0625 0.1437 0.079
H -5.742 2.436 -0.540 0.0312 -0.1343 0.0293 0.075